#1
Formula: C6H7Cl
Source: the Open Molecules 2025 dataset
Level of theory: ωB97M-V/def2-TZVPD

Bonds (Å) are listed after each position.
Cartesian coordinates (Å):
1 H -1.34801 -2.43178 0.06828  C14 1.075
2 H -1.99212 0.07998 0.01397  C9 1.075
3 C 0.14772 0.56022 -0.00423  C5 1.478, C8 1.582, C9 1.418
4 C 0.81353 -1.80491 -0.01609  C8 1.477, H10 1.092, H12 1.092, C14 1.490
5 C 0.26584 2.03336 0.00696  C3 1.478, H6 1.090, H11 1.085, H13 1.092
6 H 0.85171 2.37933 -0.84399  C5 1.090
7 Cl 2.99965 0.01244 0.00925  C8 1.687
8 C 1.37412 -0.43840 -0.01170  C3 1.582, C4 1.477, Cl7 1.687
9 C -0.98452 -0.29385 0.01983  H2 1.075, C3 1.418, C14 1.350
10 H 1.07231 -2.33926 -0.93251  C4 1.092
11 H -0.71458 2.49708 -0.02807  C5 1.085
12 H 1.18785 -2.41770 0.80610  C4 1.092
13 H 0.77749 2.36193 0.91364  C5 1.092
14 C -0.66263 -1.60473 0.03291  H1 1.075, C4 1.490, C9 1.350

Computed properties:
2S+1 ... 1
HOMO-LUMO gap ... 8.2 eV

Mulliken atomic charge list, values in e, 6 entries: 0.424 0.396 0.556 -0.367 -1.199 0.306

=====

#2
Formula: C6H7Cl
Source: the Open Molecules 2025 dataset
Level of theory: ωB97M-V/def2-TZVPD

Bonds (Å) are listed after each position.
Cartesian coordinates (Å):
1 C -1.15614 -0.33533 1.23324  H2 1.074, C3 1.363, C8 1.410
2 H -1.92031 -0.29310 1.98715  C1 1.074
3 C -0.81737 -1.26967 0.30096  C1 1.363, H11 1.071, C13 1.547
4 H -0.88932 0.24161 -2.12863  C6 1.117
5 H 1.84423 0.87126 0.60434  C12 1.082
6 C 0.15265 0.26477 -1.72707  H4 1.117, H7 1.068, C13 1.458, H14 1.167
7 H 0.54070 1.25096 -1.59718  C6 1.068
8 C -0.16302 0.62074 0.93810  C1 1.410, Cl10 1.740, C12 1.497, C13 1.636
9 H 1.61449 -0.82476 1.18481  C12 1.064
10 Cl -0.36980 2.34430 1.06301  C8 1.740
11 H -1.05675 -2.31388 0.29292  C3 1.071
12 C 1.18532 0.01802 0.69630  H5 1.082, C8 1.497, H9 1.064, C13 1.512
13 C 0.16876 -0.29100 -0.37913  C3 1.547, C6 1.458, C8 1.636, C12 1.512
14 H 0.86658 -0.28393 -2.46880  C6 1.167

Computed properties:
2S+1 ... 1
HOMO-LUMO gap ... 8.9 eV

Mulliken atomic charge list, values in e, 6 entries: -0.178 0.442 -0.979 0.296 0.259 -1.101

=====

Which structure above is the least stable one? #2 is the least stable one.